No. 1
The following is a DFT calculation (wB97M-V/def2-TZVPD) of 9 unconnected molecules or ions with the total composition C25H68O9 in a non-equilibrium geometry.

```
102
Properties=species:S:1:pos:R:3
C -1.513 -2.885 3.476
C -2.491 -3.888 4.077
C -3.906 -3.341 4.246
O -2.603 -4.894 3.341
H -1.738 -2.676 2.404
H -0.539 -3.337 3.625
H -1.341 -2.006 4.027
H -2.090 -4.209 5.037
H -4.746 -3.999 4.516
H -4.178 -2.936 3.254
H -3.859 -2.377 4.789
H -3.407 -5.376 3.525
C 5.984 2.506 -0.772
C 5.582 1.120 -0.351
C 4.200 1.151 0.299
O 5.555 0.252 -1.304
H 5.286 2.872 -1.522
H 7.002 2.669 -1.149
H 5.931 3.037 0.203
H 6.300 0.726 0.352
H 3.384 1.438 -0.443
H 4.172 1.927 1.091
H 4.001 0.172 0.698
H 5.457 -0.635 -0.997
C 3.942 1.848 -3.725
C 2.486 1.806 -4.109
C 1.606 1.603 -2.875
O 2.131 2.875 -4.626
H 4.274 2.838 -3.522
H 4.446 1.454 -4.637
H 4.235 1.143 -2.979
H 2.232 1.069 -4.930
H 1.838 0.708 -2.318
H 0.542 1.495 -2.941
H 1.660 2.481 -2.202
H 2.792 3.071 -5.300
C 0.712 1.280 0.781
C -0.551 0.452 0.448
C -1.332 0.084 1.606
O -1.310 0.890 -0.407
H 0.564 2.298 1.200
H 1.314 1.248 -0.111
H 1.333 0.705 1.526
H -0.161 -0.528 0.165
H -1.647 0.954 2.140
H -0.715 -0.476 2.342
H -2.204 -0.537 1.304
H -2.182 0.505 -0.281
C -1.841 3.801 0.850
C -1.569 4.351 -0.499
C -0.986 5.756 -0.364
O -0.865 3.608 -1.160
H -2.157 2.767 0.874
H -2.684 4.417 1.224
H -1.024 3.970 1.562
H -2.439 4.375 -1.067
H -0.677 6.055 -1.384
H -0.052 5.573 0.183
H -1.686 6.428 0.114
H -0.961 2.642 -0.829
C 4.853 -2.884 1.329
C 3.340 -3.141 1.421
C 2.404 -1.935 1.528
O 2.909 -3.827 0.511
H 5.391 -2.870 2.316
H 5.036 -1.925 0.818
H 5.376 -3.660 0.735
H 3.278 -3.836 2.282
H 2.381 -1.337 0.593
H 2.512 -1.473 2.526
H 1.471 -2.414 1.476
H 2.691 -4.703 0.804
C -2.134 -2.536 -0.675
C -1.155 -3.421 -1.424
C 0.296 -2.907 -1.202
O -1.075 -4.606 -1.103
H -3.088 -2.582 -1.120
H -1.980 -1.458 -0.881
H -2.324 -2.650 0.351
H -1.390 -3.379 -2.474
H 0.931 -3.384 -1.895
H 0.488 -3.155 -0.132
H 0.417 -1.792 -1.254
H -1.837 -5.025 -1.500
C -5.014 -1.037 0.818
C -4.869 0.453 1.015
C -4.544 0.766 2.420
O -4.108 1.084 0.245
H -5.090 -1.181 -0.296
H -5.872 -1.400 1.334
H -4.124 -1.610 1.107
H -5.878 0.872 0.910
H -3.783 0.101 2.825
H -5.526 0.666 2.855
H -4.157 1.832 2.570
H -4.419 0.909 -0.614
C -1.880 1.802 -4.831
O -2.244 2.057 -3.452
H -2.378 2.578 -5.376
H -2.194 0.789 -5.198
H -0.785 1.992 -4.960
H -1.454 1.933 -2.925
```

The HOMO-LUMO gap is 9.2099 eV. As for the SMILES: CC(C)O.CC(C)O.CC(C)O.CC(C)O.CC(C)O.CC(C)O.CC(C)O.CC(C)O.CO. As for the energy above the lowest of the compared OMol25 structures with the same formula, charge and spin: 258.5 kcal per mole. The charge is 0. For the strongest force on any atom, the calculation gives 13.89 eV/A. For the energy, the calculation gives -1670.03490 Ha.

No. 2
The following is a DFT calculation (wB97M-V/def2-TZVPD) of a molecular structure, C3H11BrLaO2Si2 in a non-equilibrium geometry.

```
20
Properties=species:S:1:pos:R:3
C -1.476 -1.296 -1.277
C -1.444 0.249 -1.513
O -1.136 0.978 -0.394
Si 0.299 0.473 0.414
C 1.881 0.787 -0.541
O 0.282 1.310 1.897
Si 1.446 0.775 3.021
Br 1.254 -1.436 3.491
H -2.278 -1.695 -2.027
H -1.811 -1.606 -0.270
H -0.551 -1.795 -1.587
H -0.835 0.500 -2.391
H -2.497 0.557 -1.799
H 0.234 -0.975 0.759
H 1.959 0.164 -1.445
H 2.753 0.507 0.066
H 2.024 1.838 -0.814
H 1.199 1.507 4.279
H 2.803 1.073 2.562
La -4.105 -1.914 -2.431
```

The HOMO-LUMO gap is 2.0112 eV. As for the energy above the lowest of the compared OMol25 structures with the same formula, charge and spin: 11.6 kcal per mole. The charge is +3. For the strongest force on any atom, the calculation gives 3.15 eV/A. For the energy, the calculation gives -3454.74177 Ha.

No. 3
The following is a DFT calculation (wB97M-V/def2-TZVPD) of 14 unconnected molecules or ions with the total composition C6H37NO14 in a non-equilibrium geometry.

```
58
Properties=species:S:1:pos:R:3
C -1.325 -0.252 -2.918
O 0.004 -0.280 -3.531
C -1.287 -1.204 -1.751
C 0.000 -0.977 -0.907
C -0.302 -0.004 0.179
C -0.442 -0.262 1.473
N -0.731 0.843 2.319
C -1.259 0.724 3.467
H -1.495 0.804 -2.646
H -2.083 -0.474 -3.675
H 0.027 -0.878 -4.286
H -2.233 -0.995 -1.202
H -1.270 -2.263 -2.066
H 0.854 -0.655 -1.487
H 0.201 -1.922 -0.401
H -0.545 0.986 -0.170
H -0.315 -1.228 1.948
H -1.461 -0.168 4.033
H -1.448 1.681 3.947
H -3.057 0.840 1.058
H -4.400 0.570 1.825
O -3.662 0.151 1.376
H 2.783 -0.815 2.571
H 3.005 -1.582 1.284
O 3.095 -1.675 2.253
H -2.681 -1.167 2.430
H -3.119 -2.710 2.462
O -2.506 -2.054 2.803
H 2.358 -2.034 -0.811
H 3.838 -1.439 -0.793
O 2.943 -1.334 -0.456
H 2.525 2.550 -0.273
H 2.111 3.653 0.752
O 2.135 3.440 -0.184
H 0.853 1.117 -3.293
H 0.792 1.737 -1.924
O 0.950 1.996 -2.841
H 0.898 -3.371 -1.910
H 0.945 -3.699 -0.349
O 1.471 -3.458 -1.146
H 0.905 -3.542 1.739
H -0.642 -3.535 1.388
O 0.207 -3.955 1.210
H 2.340 1.639 3.402
H 3.742 1.695 2.700
O 2.947 1.166 2.828
H 3.202 0.665 -0.483
H 3.012 1.504 -1.757
O 3.664 1.281 -1.063
H -3.884 0.623 -2.180
H -4.539 -0.495 -1.405
O -4.247 -0.263 -2.295
H 0.493 3.660 -0.735
H -0.453 3.655 -2.011
O -0.419 3.511 -1.060
H -1.902 2.827 -0.155
H -1.582 2.219 1.184
O -2.330 2.341 0.583
```

The HOMO-LUMO gap is 9.4505 eV. As for the energy above the lowest of the compared OMol25 structures with the same formula, charge and spin: 57.5 kcal per mole. The charge is 0. For the strongest force on any atom, the calculation gives 2.37 eV/A. For the energy, the calculation gives -1358.89076 Ha.

No. 4
The following is a DFT calculation (wB97M-V/def2-TZVPD) of a molecular structure, C22H25BrN4O6S3 in a non-equilibrium geometry.

```
61
Properties=species:S:1:pos:R:3
C -0.847 -2.800 -2.065
C -0.147 -1.532 -1.553
Br 0.516 -1.880 0.254
C -1.066 -0.288 -1.653
C -1.033 0.686 -0.513
C 0.067 1.395 -0.126
C 0.037 2.315 0.961
C 1.328 3.023 1.285
C 1.646 4.156 0.284
C 2.994 3.990 -0.422
S 4.418 4.389 0.616
C 4.721 3.027 1.674
S 5.065 3.287 3.232
N 4.763 1.738 1.128
C 4.090 0.630 1.582
C 4.414 -0.408 0.769
N 5.314 0.028 -0.194
C 5.493 1.296 0.040
C -1.102 2.540 1.680
C -2.277 1.827 1.312
N -3.462 1.901 1.913
S -4.420 0.872 1.119
N -3.410 0.314 0.022
C -2.235 0.913 0.224
H -0.379 -3.158 -2.969
H -0.733 -3.598 -1.340
H -1.916 -2.661 -2.182
H 0.693 -1.374 -2.215
H -2.083 -0.644 -1.755
H -0.834 0.223 -2.584
H 1.004 1.251 -0.643
H 2.106 2.272 1.192
H 1.344 3.348 2.321
H 1.731 5.080 0.851
H 0.856 4.258 -0.453
H 3.032 4.744 -1.207
H 3.089 3.037 -0.935
H 3.426 0.605 2.422
H 4.034 -1.404 0.849
H 6.151 1.920 -0.537
H -1.136 3.238 2.500
C 3.302 -3.812 -5.503
C 2.722 -4.192 -4.157
O 1.733 -3.175 -3.955
C 1.377 -2.684 -5.170
O 0.466 -1.946 -5.350
O 2.202 -3.150 -6.135
H 3.621 -4.668 -6.091
H 4.132 -3.108 -5.417
H 2.226 -5.164 -4.173
H 3.454 -4.176 -3.354
C -7.110 -0.264 4.489
C -6.255 -1.345 3.863
O -6.663 -2.511 4.581
C -7.911 -2.294 5.068
O -8.596 -3.124 5.566
O -8.266 -0.994 4.906
H -7.385 0.524 3.792
H -6.641 0.185 5.366
H -6.472 -1.488 2.803
H -5.189 -1.172 3.988
```

The HOMO-LUMO gap is 8.0061 eV. The charge is 0. For the strongest force on any atom, the calculation gives 1.05 eV/A. For the energy, the calculation gives -5292.36610 Ha.